[1]
{"formula": "C23H40Cl3N4O3PrSi", "method": "ωB97M-V/def2-TZVPD", "de_lowest_kcal_mol": 100.6, "energy_ev": -96120.2414, "multiplicity": 3, "lumo_ev": [0.106, 0.130], "max_force_ev_per_a": 3.9, "gap_ha": [0.1886, 0.1895], "symbols": ["C", "C", "H", "H", "H", "C", "C", "H", "H", "H", "H", "Pr", "Cl", "Cl", "H", "H", "C", "C", "N", "H", "C", "O", "H", "H", "H", "H", "H", "H", "C", "C", "N", "H", "C", "O", "H", "H", "H", "H", "O", "C", "C", "C", "H", "C", "H", "C", "H", "C", "C", "H", "H", "H", "Si", "Cl", "C", "C", "C", "H", "H", "H", "H", "H", "H", "H", "H", "H", "N", "C", "C", "N", "C", "H", "H", "H", "H"], "positions_angstrom": [[-2.53555, 1.90675, -3.45223], [-1.17229, 2.46362, -3.15190], [-3.16366, 2.62793, -3.98448], [-3.02828, 1.59588, -2.51060], [-2.42805, 0.97809, -4.04352], [-0.85617, 3.76628, -3.31413], [-1.87483, 4.84386, -3.47026], [0.17670, 4.10028, -3.24087], [-2.75116, 4.71833, -2.80634], [-2.26458, 4.93585, -4.49820], [-1.41267, 5.81281, -3.21990], [0.54695, -1.35882, 1.94737], [0.54530, -2.58436, -0.59267], [-0.71919, -1.90425, 4.18510], [2.30118, -5.50557, 4.87542], [1.57082, -7.27053, 2.81887], [1.47328, -4.90485, 4.48123], [0.77916, -6.52306, 2.66735], [1.25438, -5.20248, 3.06705], [1.73211, -3.84985, 4.60598], [1.56861, -4.29412, 2.14755], [2.11120, -3.17076, 2.43331], [0.52803, -6.49055, 1.59897], [1.25564, -4.50954, 1.11311], [0.56402, -5.12227, 5.05328], [-0.11546, -6.78272, 3.24858], [-2.42687, 2.22812, 0.60867], [-0.44585, 4.70914, 0.08047], [-2.12655, 2.72497, 1.54026], [-0.40611, 4.50298, 1.15987], [-0.70872, 3.10109, 1.45442], [-2.29242, 2.06874, 2.39935], [0.27540, 2.22029, 1.64116], [0.13505, 1.01826, 1.97360], [0.59580, 4.73737, 1.53342], [1.26562, 2.65989, 1.50161], [-2.69630, 3.66255, 1.65831], [-1.14291, 5.15207, 1.65678], [-1.05657, 1.41551, -1.54531], [-0.20298, 1.43346, -2.57713], [1.61622, 2.77322, -1.36155], [1.27055, 1.76392, -2.26666], [0.82694, 3.17780, -0.72738], [2.95309, 3.16837, -1.22802], [-0.18899, 0.56838, -3.26940], [2.29571, 0.98470, -2.80422], [3.20555, 3.94316, -0.49925], [3.95197, 2.56246, -1.99907], [3.62409, 1.43510, -2.75149], [2.03660, 0.01933, -3.22846], [4.97759, 2.90528, -1.94198], [4.40671, 0.90151, -3.29326], [-3.29490, -1.97926, 0.26339], [-1.57163, -0.53844, 0.53472], [-4.19411, -1.70767, 1.88771], [-2.45849, -3.66899, 0.25359], [-4.54936, -1.72979, -1.07394], [-3.63490, -1.04949, 2.56380], [-4.41234, -2.64479, 2.42914], [-5.17354, -1.23633, 1.67652], [-5.16503, -0.83985, -0.83931], [-5.27176, -2.57807, -1.13866], [-4.10342, -1.60183, -2.07561], [-1.35939, -3.59369, 0.24275], [-2.73963, -4.24263, -0.63695], [-2.72660, -4.29321, 1.11456], [4.53702, -0.63482, -0.64392], [4.90555, 0.29243, 0.30708], [3.84490, 0.38969, 1.16833], [2.84357, -0.50069, 0.77506], [3.29362, -1.07570, -0.34473], [5.05104, -0.90905, -1.48058], [5.85112, 0.80065, 0.28473], [3.71537, 1.03131, 2.02084], [2.78479, -1.80341, -0.96130]], "atomic_forces_ev_per_a": [[-0.33, -0.47, 0.24], [1.70, 1.05, -1.58], [0.11, -0.19, -0.08], [0.12, 0.34, -0.60], [-0.09, 0.37, 0.00], [-0.06, -0.47, 0.21], [-0.38, 0.75, -0.05], [-0.06, -0.20, 0.06], [0.31, 0.02, -0.21], [0.03, 0.03, 0.19], [-0.28, -0.15, -0.09], [1.05, 0.61, -1.10], [0.40, -0.22, 0.54], [0.07, -0.14, -0.07], [-0.15, -0.02, -0.09], [-0.29, 0.14, 0.06], [0.16, -0.12, 0.26], [-0.03, 0.13, -0.07], [0.32, 0.56, -0.35], [-0.19, -0.29, -0.16], [0.39, 1.06, 0.82], [-1.17, -1.51, -0.52], [0.01, -0.08, 0.33], [0.31, -0.05, 0.16], [0.16, 0.02, -0.20], [0.28, 0.00, -0.17], [0.13, 0.08, 0.18], [-0.07, -0.16, 0.21], [0.00, 0.23, -0.29], [0.10, 0.05, -0.20], [0.26, -0.55, 0.48], [0.06, 0.07, -0.17], [-0.72, 0.32, -0.05], [0.39, 0.66, 0.15], [-0.19, 0.05, -0.11], [0.13, -0.15, 0.04], [0.17, -0.55, 0.02], [0.34, -0.31, -0.05], [0.44, -1.56, 3.59], [-0.73, 0.96, -0.95], [0.56, -0.07, -0.10], [-0.72, -0.20, 0.09], [0.17, 0.14, -0.56], [-0.40, -0.07, 0.11], [0.10, -0.55, 0.23], [0.30, 0.63, -0.12], [0.03, -0.11, -0.30], [-0.43, -0.24, 0.13], [-0.26, 0.01, 0.13], [0.02, 0.23, -0.46], [-0.01, 0.04, -0.02], [-0.15, 0.04, 0.15], [0.76, -0.54, 1.50], [-2.67, -0.61, -1.01], [-0.52, 0.18, 0.18], [0.19, -0.20, -0.15], [-0.25, 0.51, -0.87], [-0.12, -0.20, -0.11], [0.22, 0.27, -0.28], [0.42, -0.10, 0.16], [0.41, -0.29, -0.21], [0.72, 0.33, 0.29], [-0.23, 0.02, 0.36], [-0.56, 0.03, -0.13], [0.07, 0.13, 0.00], [-0.23, 0.32, 0.02], [-0.14, -0.19, 0.19], [-0.48, 0.01, 0.20], [0.02, -0.80, -0.70], [0.34, -0.04, -0.63], [0.40, 0.44, 0.63], [-0.27, 0.30, 0.59], [0.00, 0.05, -0.05], [0.10, 0.00, 0.09], [-0.09, 0.16, 0.28]]}



[2]
{"formula": "C23H40F9N2O4S", "method": "ωB97M-V/def2-TZVPD", "energy_ev": -70958.8700, "charge": -1, "multiplicity": 3, "lumo_ev": [1.835, 1.352], "max_force_ev_per_a": 3.3, "gap_ha": [0.2171, 0.1993], "symbols": ["O", "C", "O", "C", "C", "C", "F", "F", "C", "F", "F", "S", "F", "F", "F", "F", "F", "H", "H", "H", "H", "C", "C", "C", "C", "C", "C", "N", "O", "C", "C", "C", "H", "H", "H", "H", "H", "H", "H", "H", "H", "H", "H", "H", "H", "H", "H", "H", "H", "H", "C", "C", "C", "C", "C", "C", "N", "O", "C", "C", "C", "H", "H", "H", "H", "H", "H", "H", "H", "H", "H", "H", "H", "H", "H", "H", "H", "H", "H"], "positions_angstrom": [[6.71233, -6.07889, -3.44770], [6.08877, -5.49278, -4.35680], [5.56254, -6.15667, -5.30250], [5.97211, -3.91358, -4.33294], [4.93637, -3.56084, -3.20378], [3.70831, -2.72927, -3.69207], [4.23209, -1.81099, -4.60075], [3.17252, -1.93929, -2.69842], [2.63014, -3.52964, -4.49897], [1.97887, -2.62200, -5.30541], [3.15657, -4.41794, -5.33951], [1.29593, -4.39353, -3.49756], [0.60187, -3.00374, -3.05411], [0.35798, -4.46255, -4.83749], [1.88064, -5.84698, -3.93831], [2.18403, -4.50934, -2.15836], [0.10115, -5.15660, -2.70825], [5.67007, -3.62659, -5.35760], [6.99605, -3.56021, -4.07600], [4.65105, -4.49295, -2.67551], [5.45317, -2.89357, -2.47111], [-3.65128, -2.82205, 2.22080], [-3.14457, -1.39285, 1.89686], [-4.00918, -0.76864, 0.78862], [-3.73392, -1.34201, -0.59813], [-2.24434, -1.28261, -0.92219], [-1.36817, -1.93034, 0.15682], [-1.69768, -1.44584, 1.53111], [-1.20211, -0.23475, 1.66608], [-1.51700, -3.46510, 0.08419], [0.10773, -1.69054, -0.20043], [-3.38742, -0.59877, 3.19147], [-4.38047, -2.81650, 3.03333], [-4.14922, -3.29758, 1.37501], [-2.83812, -3.47048, 2.55083], [-3.83765, 0.31287, 0.75286], [-5.06878, -0.90076, 1.02976], [-4.10009, -2.37033, -0.67072], [-4.29177, -0.77013, -1.34461], [-2.06628, -1.76289, -1.88782], [-1.96006, -0.23167, -1.05217], [-0.97402, -3.95095, 0.89788], [-1.10662, -3.84623, -0.85244], [-2.55015, -3.80668, 0.11202], [0.34537, -0.63095, -0.30856], [0.35317, -2.15937, -1.15225], [0.77109, -2.11402, 0.55754], [-2.78818, -0.99445, 4.01520], [-4.43786, -0.66048, 3.48217], [-3.16179, 0.46299, 3.08058], [-2.17449, 5.23128, 2.47284], [-1.17719, 5.10492, 1.29225], [-1.10842, 3.64326, 0.81858], [-0.33620, 2.72902, 1.76427], [1.04325, 3.30612, 2.06734], [0.99163, 4.75353, 2.57334], [0.15691, 5.63482, 1.70537], [0.84509, 5.90069, 0.61492], [0.45554, 4.77048, 4.02111], [2.43087, 5.27913, 2.71002], [-1.81030, 5.93971, 0.16637], [-3.17973, 5.47885, 2.12642], [-2.27383, 4.30762, 3.04470], [-1.88674, 6.03146, 3.15733], [-0.63278, 3.59712, -0.16699], [-2.12174, 3.25057, 0.68547], [-0.89590, 2.56941, 2.69061], [-0.22614, 1.74586, 1.30749], [1.54632, 2.66930, 2.79999], [1.64916, 3.25089, 1.15568], [0.32204, 5.79433, 4.37853], [1.15950, 4.27994, 4.69664], [-0.48671, 4.24068, 4.14456], [2.98782, 5.21417, 1.77469], [2.98389, 4.68994, 3.44349], [2.44027, 6.31973, 3.04382], [-1.87602, 6.99438, 0.44589], [-2.82122, 5.58584, -0.04429], [-1.25808, 5.86598, -0.77114]], "atomic_forces_ev_per_a": [[0.31, 1.30, 1.06], [0.01, -2.21, -1.15], [-0.24, 1.79, 0.03], [-0.07, -1.54, -0.01], [0.19, 0.61, 0.13], [2.44, 0.17, -0.12], [-0.83, -0.49, 0.42], [-0.22, -1.00, -0.64], [-0.13, 1.45, -1.59], [0.09, -0.50, 0.98], [0.09, 0.56, 0.95], [-1.14, -2.76, -0.50], [0.80, -0.79, -0.36], [0.50, 0.43, 1.08], [-0.55, 1.07, 0.70], [-0.65, 0.80, -0.71], [0.78, 0.55, -0.40], [0.16, 0.19, 0.75], [-0.89, 0.11, -0.19], [-0.01, 0.64, -0.28], [-0.65, -0.47, -0.39], [-0.03, -0.32, -0.13], [-1.40, -1.14, 1.06], [0.18, 0.13, -0.44], [0.02, -0.04, 0.02], [-0.43, 0.43, 0.12], [0.78, -1.88, -0.99], [-0.27, 3.03, -1.15], [0.12, -1.05, 0.52], [-0.33, -0.18, 0.06], [0.11, 0.60, 0.42], [0.59, 0.46, -0.04], [0.02, 0.22, -0.07], [0.13, -0.03, -0.02], [0.02, 0.07, -0.09], [0.15, -0.03, 0.12], [0.12, -0.06, 0.21], [0.03, 0.00, 0.04], [0.00, -0.04, 0.03], [0.20, -0.12, 0.15], [0.10, -0.04, 0.17], [-0.02, 0.08, 0.00], [0.06, 0.20, 0.04], [0.00, 0.03, 0.10], [-0.08, -0.02, 0.17], [-0.27, -0.02, 0.24], [-0.07, 0.04, 0.02], [0.02, 0.01, -0.06], [0.02, -0.20, -0.19], [0.19, -0.10, -0.06], [-0.04, -0.09, 0.35], [-2.04, 0.13, 0.51], [0.45, -0.24, 0.05], [0.06, 0.09, -0.01], [-0.31, -0.14, -0.50], [0.58, -0.26, 2.10], [1.29, -1.29, -2.62], [-0.38, 0.60, 0.84], [-0.36, -0.09, 0.11], [0.02, 0.34, -0.64], [0.64, 0.28, -0.31], [0.12, -0.07, -0.18], [0.11, 0.05, 0.04], [0.07, -0.06, -0.04], [0.04, 0.18, 0.03], [-0.03, 0.22, 0.04], [0.00, -0.01, -0.02], [-0.04, 0.05, 0.08], [0.03, 0.22, 0.10], [-0.02, 0.20, 0.02], [0.00, -0.01, -0.08], [0.10, 0.02, -0.19], [-0.03, 0.08, -0.06], [-0.16, 0.10, -0.03], [-0.25, -0.08, 0.04], [-0.04, -0.03, -0.05], [0.04, -0.04, 0.01], [0.06, -0.13, 0.25], [0.14, 0.07, 0.15]]}



[3]
{"formula": "C23H40N3O2PSiV", "method": "ωB97M-V/def2-TZVPD", "energy_ev": -75916.6052, "multiplicity": 2, "lumo_ev": [-0.194, -0.190], "max_force_ev_per_a": 3.2, "gap_ha": [0.2018, 0.1955], "symbols": ["V", "Si", "P", "N", "H", "C", "H", "H", "H", "C", "H", "H", "H", "C", "H", "H", "H", "C", "H", "H", "H", "H", "H", "C", "C", "C", "C", "C", "C", "H", "H", "H", "H", "H", "C", "O", "C", "H", "H", "H", "C", "H", "H", "H", "C", "C", "N", "C", "C", "C", "O", "C", "C", "C", "C", "N", "C", "H", "H", "H", "H", "H", "H", "H", "H", "H", "H", "H", "H", "H", "H"], "positions_angstrom": [[-0.12182, 0.31711, -1.55522], [2.39556, 0.75410, -2.20720], [-0.18567, 0.76401, -3.88568], [-0.85893, -1.22283, -1.71792], [1.21875, -0.28448, -1.50995], [-1.99990, 0.71347, -4.10245], [-2.25138, 0.67817, -5.17377], [-2.43665, 1.60154, -3.62352], [-2.40100, -0.17824, -3.60367], [0.29028, 2.18372, -4.91654], [0.13209, 1.93173, -5.97494], [1.34721, 2.42945, -4.76832], [-0.31224, 3.06634, -4.67064], [0.33287, -0.67135, -4.90230], [-0.04038, -0.53049, -5.92635], [-0.06737, -1.60527, -4.48938], [1.42570, -0.73386, -4.91143], [2.59580, 2.57045, -1.75904], [2.08778, 2.83071, -0.81610], [2.24567, 3.21903, -2.58243], [3.68293, 2.73945, -1.62556], [3.48021, 0.02953, -1.46686], [2.82489, 0.61179, -3.63388], [-0.76796, -2.56011, -1.84778], [-1.87701, -4.72506, -1.90940], [-1.92745, -3.36296, -1.67834], [0.45431, -3.18812, -2.22219], [0.48606, -4.55413, -2.48282], [-0.67758, -5.31698, -2.33163], [-2.78339, -5.31554, -1.78750], [-2.84550, -2.84476, -1.41712], [1.33990, -2.56486, -2.38022], [1.41345, -5.01004, -2.84511], [-0.67056, -6.37794, -2.58236], [-1.90167, 3.70601, -1.38173], [-2.26578, 2.53843, -1.64882], [-2.23513, 4.35274, -0.07170], [-1.35162, 4.90248, 0.25727], [-2.48040, 3.60992, 0.68553], [-3.07463, 5.04521, -0.22105], [-1.03671, 4.48871, -2.33398], [-1.57769, 4.64088, -3.27655], [-0.11521, 3.91983, -2.51114], [-0.76993, 5.46137, -1.91859], [2.54604, -2.80247, 5.75170], [2.27740, -1.31350, 5.78160], [1.13369, -0.86162, 4.94917], [-0.14295, -1.44366, 5.38952], [-0.59476, -0.92220, 6.74760], [1.41942, -0.47123, 3.64483], [2.57125, -0.54197, 3.20416], [0.34857, 0.14035, 2.76745], [-0.81480, 0.74650, 3.24655], [-1.77686, 1.20647, 2.34356], [-1.52022, 1.13616, 0.97176], [-0.31902, 0.70864, 0.52330], [0.59635, 0.17902, 1.38629], [1.71746, -3.37949, 6.17477], [3.44199, -3.01393, 6.34298], [2.73131, -3.14124, 4.72728], [2.02200, -1.00318, 6.79878], [3.16659, -0.77249, 5.44807], [-0.91000, -1.25056, 4.63499], [-0.00521, -2.53466, 5.46654], [-0.68011, 0.17052, 6.75092], [-1.58520, -1.33546, 6.96290], [0.07570, -1.22769, 7.55749], [-0.96049, 0.85480, 4.32382], [-2.72606, 1.60285, 2.67990], [-2.24809, 1.41635, 0.20147], [1.51610, -0.20547, 0.95098]], "atomic_forces_ev_per_a": [[-1.06, 1.04, -0.89], [-0.82, -0.10, 0.39], [-1.44, -0.66, 0.14], [0.26, 1.18, 0.24], [2.46, -1.71, 1.02], [-0.37, 0.14, -0.97], [-0.22, 0.10, 0.16], [0.14, -0.37, -0.31], [0.28, 0.25, -0.11], [0.19, 0.24, -0.30], [0.03, 0.13, 0.24], [-0.13, -0.04, -0.07], [0.12, -0.26, -0.04], [0.14, 0.14, -0.08], [0.13, -0.08, 0.19], [0.03, 0.31, 0.02], [-0.17, -0.04, -0.09], [0.72, 0.45, 0.00], [0.15, -0.03, -0.36], [0.06, -0.17, 0.43], [-0.49, 0.24, -0.01], [-0.09, 0.08, -0.05], [-0.07, -0.02, 0.03], [0.08, -1.19, -0.39], [0.39, -0.01, -0.13], [0.62, 0.29, -0.16], [-0.47, -0.06, -0.11], [-0.29, 0.14, 0.02], [-0.12, -0.30, -0.05], [0.22, -0.02, -0.08], [0.05, -0.15, 0.04], [-0.32, -0.18, 0.16], [-0.36, 0.07, 0.20], [0.07, 0.22, 0.14], [-0.46, -2.49, -0.39], [0.81, 2.64, 0.61], [0.11, -0.05, 0.03], [-0.19, 0.21, 0.09], [-0.21, 0.09, -0.14], [0.23, -0.05, 0.13], [-0.12, 0.11, -0.03], [0.23, -0.14, 0.12], [-0.23, 0.09, -0.10], [-0.03, -0.05, -0.09], [0.06, -0.28, -0.19], [-0.25, 0.64, -0.21], [0.17, -0.23, -0.51], [0.15, -0.01, -0.16], [-0.27, 0.07, -0.01], [1.22, -0.25, 0.30], [-1.21, 0.18, 0.38], [0.09, 0.02, -0.17], [-0.13, 0.02, -0.22], [0.25, -0.07, -0.32], [0.76, -0.31, 0.68], [0.36, -0.47, 0.81], [-1.25, 0.64, -0.01], [0.19, 0.01, -0.05], [-0.13, -0.01, -0.05], [-0.05, 0.02, 0.14], [0.28, 0.03, -0.07], [-0.26, -0.02, 0.09], [0.19, -0.19, 0.15], [-0.23, 0.30, -0.20], [0.08, -0.15, 0.02], [0.12, 0.05, 0.06], [-0.13, 0.09, -0.16], [-0.07, -0.07, -0.38], [0.07, 0.02, 0.09], [0.33, -0.10, 0.41], [-0.22, 0.08, 0.16]]}